P.
This record from the OMol25 dataset describes a 2-piece molecular cluster, C2H7S3 overall. The level of theory is ωB97M-V with the def2-TZVPD basis set.

```
12
C2H7S3 ωB97M-V with the def2-TZVPD basis set
C 0.67630 -1.55090 0.15017
C 0.82913 -0.25893 0.94252
S 1.64771 1.07423 0.00201
H 1.64439 -1.86200 -0.24844
H 0.01073 -1.40730 -0.70255
H 0.28697 -2.36495 0.77383
H 1.40625 -0.45157 1.84884
H -0.15556 0.09266 1.25763
S -2.60684 1.36414 -0.57917
S -1.06684 1.39044 -1.97726
H -2.76791 2.68883 -0.42515
H 0.09566 1.28534 -1.04243
```

## Properties
net charge: -1
molecular weight: 127.28 g mol⁻¹
gap between HOMO and LUMO: 6.3 eV

---

Q.
This record from the OMol25 dataset describes a 2-piece molecular cluster, C2H7S3 overall. The level of theory is ωB97M-V with the def2-TZVPD basis set.

```
12
C2H7S3 ωB97M-V with the def2-TZVPD basis set
C -2.05434 2.42839 -0.31356
S -2.18374 2.92731 1.43070
H -1.56618 1.45469 -0.30939
H -3.02226 2.29434 -0.78928
H -1.49283 3.13694 -0.91592
C 2.05847 -2.74321 0.34219
S 2.21809 -1.35153 -0.83036
S 0.83796 -1.67804 -2.18072
H 1.65525 -3.53177 -0.29905
H 1.50440 -2.49952 1.25064
H 2.98999 -3.18430 0.72544
H -0.94481 2.74668 1.88932
```

## Properties
net charge: -1
molecular weight: 127.28 g mol⁻¹
gap between HOMO and LUMO: 4.7 eV

---

R.
This record from the OMol25 dataset describes a 2-piece molecular cluster, C2H7S3 overall. The level of theory is ωB97M-V with the def2-TZVPD basis set.

```
12
C2H7S3 ωB97M-V with the def2-TZVPD basis set
C -1.41568 -1.02949 -2.65727
S -0.80410 -1.89117 -1.14718
H -2.02321 -0.18685 -2.33076
H -2.02327 -1.80912 -3.12362
H -0.68906 -0.69354 -3.41605
C 0.94832 1.64086 2.55064
S 0.71923 -0.01736 2.06904
S 2.01077 -0.74827 0.65209
H -0.03455 2.09469 2.44017
H 1.31803 1.56268 3.65982
H 1.73256 2.25829 2.14747
H 0.26095 -1.18071 -0.84438
```

## Properties
net charge: -1
molecular weight: 127.28 g mol⁻¹
gap between HOMO and LUMO: 5.6 eV

---

S.
This record from the OMol25 dataset describes a 2-piece molecular cluster, C2H7S3 overall. The level of theory is ωB97M-V with the def2-TZVPD basis set.

```
12
C2H7S3 ωB97M-V with the def2-TZVPD basis set
S 1.80575 -1.11893 -1.74748
H 1.49671 -1.71034 -2.90860
C -0.46380 1.70222 0.76958
C -0.22115 0.20024 0.79314
S -1.53819 -0.67435 -0.12588
S -0.67268 -2.58299 -0.06480
H -1.45323 1.96940 1.12677
H -0.31198 2.07901 -0.22743
H 0.27371 2.24982 1.38002
H -0.33741 -0.25945 1.79924
H 0.66368 -0.13466 0.27241
H 0.75860 -1.71997 -1.06698
```

## Properties
net charge: -1
molecular weight: 127.28 g mol⁻¹
gap between HOMO and LUMO: 6.3 eV

---

The structure with the greatest stability is S.

---

P.
This record from the OMol25 dataset describes a 2-piece molecular cluster, C25H29N2O overall. The level of theory is ωB97M-V with the def2-TZVPD basis set.

```
57
C25H29N2O ωB97M-V with the def2-TZVPD basis set
C 3.62236 2.69015 2.03296
C 2.40436 1.73956 2.21156
C 2.81636 0.25148 2.08373
C 1.43077 2.06063 3.36769
C 0.48629 1.09658 3.81041
C -0.55888 1.48608 4.66054
C -0.70911 2.81994 5.02719
C 0.22312 3.76504 4.59403
C 1.28790 3.39897 3.77047
H 3.26392 3.68791 1.72591
H 4.23908 2.76331 2.93466
H 4.29587 2.34758 1.22610
H 2.05981 -0.43193 2.47390
H 3.00198 0.07613 1.01528
H 3.77029 0.00112 2.57196
H 0.63776 0.02967 3.59739
H -1.22764 0.70824 5.02162
H -1.49187 3.07730 5.73463
H 0.12460 4.78176 4.92859
H 2.09586 4.10805 3.53715
C 0.52927 0.87562 -2.99426
N 0.72731 -0.45638 -2.45011
C -0.15285 -1.20100 -1.70125
H 1.79147 2.04040 1.36814
C -1.51472 -0.78858 -1.27837
C -1.67014 0.01906 -0.12966
C -2.91705 0.50069 0.23603
C -4.09014 0.11718 -0.48841
O -5.31354 0.57360 -0.08338
C -6.50585 0.14500 -0.80863
C -3.93431 -0.71989 -1.61728
C -2.67322 -1.15786 -1.99847
N 0.55979 -2.28286 -1.27945
C 0.17742 -3.24656 -0.25256
C 1.69625 -2.43648 -2.09947
C 1.80687 -1.26745 -2.84094
C 2.44417 -1.25840 -4.09537
C 2.42258 -2.50624 -4.74259
C 2.30504 -3.69668 -3.98942
C 2.19613 -3.64878 -2.59141
H 0.97084 0.95705 -4.00130
H -0.53531 1.13356 -3.00237
H 1.07818 1.61175 -2.38598
H -0.76947 0.24421 0.45036
H -2.99651 1.16968 1.08993
H -7.33886 0.61401 -0.26436
H -6.48050 0.48645 -1.85719
H -6.60601 -0.95273 -0.80077
H -4.81762 -1.00201 -2.18971
H -2.59870 -1.79663 -2.87502
H 0.53632 -4.25977 -0.49517
H 0.67101 -2.98704 0.70095
H -0.91008 -3.23789 -0.10224
H 2.86978 -0.33918 -4.51724
H 2.52742 -2.57148 -5.83101
H 2.32873 -4.66017 -4.50990
H 2.41345 -4.47177 -1.89786
```

## Properties
net charge: +1
molecular weight: 373.52 g mol⁻¹
gap between HOMO and LUMO: 7.7 eV

---

Q.
This record from the OMol25 dataset describes an isolated ion of composition C25H29N2O and charge +1. The level of theory is ωB97M-V with the def2-TZVPD basis set.

```
57
C25H29N2O ωB97M-V with the def2-TZVPD basis set
C -1.42738 -0.87834 2.78469
C -1.93267 0.37970 3.08183
C -1.11138 1.48819 3.04669
C 0.24012 1.35801 2.71720
O 0.96884 2.50826 2.75393
C 2.37790 2.43844 2.76527
C 2.99651 2.57552 1.35940
N 2.24325 1.79921 0.38561
C 1.26409 2.60294 -0.32742
C 0.57913 1.74090 -1.39193
N 0.66049 0.32072 -0.98957
C -0.26258 -0.53914 -1.80533
C -1.70635 -0.11246 -1.66020
C -2.55479 -0.30109 -2.74548
C -3.89749 0.01737 -2.65170
C -4.40783 0.53301 -1.47213
C -3.56883 0.72550 -0.38855
C -2.22513 0.40246 -0.47682
C -0.09664 -2.00591 -1.46038
C -0.76244 -2.56250 -0.37524
C -0.61163 -3.90605 -0.07965
C 0.19645 -4.70758 -0.86817
C 0.84722 -4.16317 -1.96262
C 0.70010 -2.81985 -2.25885
C 2.07334 -0.12303 -1.06730
C 3.00322 0.98796 -0.54044
C 0.73550 0.10158 2.37527
C -0.09686 -1.00830 2.43135
H -2.06484 -1.74667 2.83898
H -2.96860 0.49240 3.36133
H -1.48301 2.46760 3.30185
H 2.70742 1.51094 3.24304
H 2.71207 3.27879 3.37972
H 3.01591 3.63397 1.07315
H 4.02783 2.22361 1.40707
H 0.53895 2.97018 0.40200
H 1.72488 3.47833 -0.81492
H 1.07103 1.83714 -2.36229
H -0.46637 2.02907 -1.50624
H 0.38899 0.26459 0.00815
H 0.04209 -0.39410 -2.84912
H -2.16198 -0.70776 -3.66552
H -4.54365 -0.13675 -3.50126
H -5.45430 0.78231 -1.39741
H -3.95529 1.12561 0.53567
H -1.60289 0.56025 0.39295
H -1.41571 -1.95192 0.22789
H -1.13555 -4.32854 0.76352
H 0.30821 -5.75558 -0.63926
H 1.46432 -4.78521 -2.59167
H 1.19758 -2.41013 -3.12645
H 2.31292 -0.35515 -2.10613
H 2.17539 -1.03394 -0.47661
H 3.84633 0.53135 -0.02210
H 3.40767 1.58021 -1.37719
H 1.77452 -0.03059 2.11693
H 0.31190 -1.98235 2.20445
```

## Properties
net charge: +1
SMILES: c1ccc(OCCN2CC[NH+](C(c3ccccc3)c3ccccc3)CC2)cc1
molecular weight: 373.52 g mol⁻¹
gap between HOMO and LUMO: 9.3 eV

---

The structure with the greatest stability is Q.

---

P.
This record from the OMol25 dataset describes an isolated ion of composition C4H7N4 and charge +1. The level of theory is ωB97M-V with the def2-TZVPD basis set.

```
15
C4H7N4 ωB97M-V with the def2-TZVPD basis set
C 2.94497 1.13200 0.08543
C 1.60479 0.80318 -0.04684
C -0.90507 1.01708 -0.14324
C 0.23110 -1.22684 -0.33244
N 3.53817 -0.01898 0.14613
N 2.74186 -1.05474 0.00930
N 1.48500 -0.58657 -0.09554
N -0.83398 -0.36937 0.42444
H 3.53647 2.01018 0.14997
H -1.07086 1.61133 0.70127
H -1.13964 1.00270 -1.21497
H -0.18716 -1.40042 -1.41426
H 0.14739 -2.14670 0.20984
H -0.60635 -0.36850 1.44967
H -1.65280 -0.98966 0.35753
```

## Properties
net charge: +1
molecular weight: 111.13 g mol⁻¹
gap between HOMO and LUMO (alpha / beta): 8.4 / 8.2 eV

---

Q.
This record from the OMol25 dataset describes an isolated ion of composition C4H7N4 and charge +1. The level of theory is ωB97M-V with the def2-TZVPD basis set.

```
15
C4H7N4 ωB97M-V with the def2-TZVPD basis set
C 1.55231 0.62827 0.18799
N 0.16070 0.30787 -0.08228
C -0.31009 -0.86072 0.06295
N -1.56203 -1.27310 0.07753
C -2.69221 -0.37460 -0.32920
N -3.03021 0.76046 0.55709
C -1.99839 0.96165 -0.20082
N -0.65859 1.52202 -0.25553
H 1.48217 0.90603 1.24823
H 2.37047 -0.02249 -0.17484
H 1.79342 1.64026 -0.25152
H 0.53375 -1.64294 0.32420
H -1.78572 -2.06665 0.65039
H -3.34106 -0.50724 -1.10499
H -0.44194 2.26635 0.30896
```

## Properties
net charge: +1
SMILES: CN1C=[NH+][C@H]2N=C2N1
molecular weight: 111.13 g mol⁻¹
gap between HOMO and LUMO: 10.4 eV

---

R.
This record from the OMol25 dataset describes an isolated ion of composition C4H7N4 and charge +1. The level of theory is ωB97M-V with the def2-TZVPD basis set.

```
15
C4H7N4 ωB97M-V with the def2-TZVPD basis set
C 2.16995 -0.82551 0.17102
C 1.52945 0.34750 0.58062
C 0.60251 1.12280 -0.49011
N -0.67625 0.30195 -0.58172
N -1.17786 -0.25746 -1.66674
N -2.27962 -0.90044 -1.23123
C -2.41704 -0.71684 0.17200
N -1.31126 0.10078 0.57291
H 1.74725 -1.48302 -0.65941
H 3.12908 -1.10525 0.71070
H 1.56643 0.79805 1.61587
H 1.06751 1.16349 -1.51782
H 0.32453 2.14703 -0.10098
H -3.18194 -1.10386 0.89954
H -1.09275 0.41077 1.52537
```

## Properties
net charge: +1
SMILES: C=CCn1nnc[nH+]1
molecular weight: 111.13 g mol⁻¹
gap between HOMO and LUMO: 8.9 eV

---

The structure with the greatest stability is R.

---

P.
This record from the OMol25 dataset describes C6H8N2O as an isolated structure. The level of theory is ωB97M-V with the def2-TZVPD basis set.

```
17
C6H8N2O ωB97M-V with the def2-TZVPD basis set
C -0.20881 -1.02193 0.47173
C 1.41888 0.20526 1.53068
C 1.03016 0.96963 0.49930
C -0.02667 0.29511 -0.28878
C 0.08955 0.23074 -1.80492
C -1.33020 1.03276 -0.58087
H -1.08585 -2.68843 0.81692
H 0.70220 -1.78043 2.18501
H 2.16781 0.33174 2.28895
H 1.45079 1.95791 0.29708
H 1.00046 0.60116 -2.29004
H -0.17940 -0.77929 -2.13556
H -1.40446 2.00869 -0.07782
H -2.25672 0.46188 -0.53214
N -1.05427 -1.93179 0.10863
N 0.69058 -1.01700 1.51578
O -1.00406 1.12399 -2.00397
```

## Properties
net charge: 0
molecular weight: 124.14 g mol⁻¹
gap between HOMO and LUMO: 9.2 eV

---

Q.
This record from the OMol25 dataset describes an isolated molecule of C6H8N2O. The level of theory is ωB97M-V with the def2-TZVPD basis set.

```
17
C6H8N2O ωB97M-V with the def2-TZVPD basis set
C 1.71337 0.83398 1.11381
C 1.91128 -0.08284 0.02886
O 3.01561 -0.10226 -0.57377
N 0.78118 -0.90879 -0.45649
C -0.45926 -0.32546 -0.31948
C -1.03459 0.90308 -0.71717
C -2.35240 0.87188 -0.25805
C -2.61992 -0.22597 0.35214
N -1.43977 -0.99956 0.33282
H 1.85435 1.81278 0.71692
H 2.44915 0.75854 2.02322
H 0.63259 0.55383 1.58256
H 0.72612 -1.72935 -0.07934
H -0.34290 1.75246 -1.35291
H -2.98347 1.72507 -0.46751
H -3.44168 -0.56436 1.01964
H -1.35987 -1.98054 0.81255
```

## Properties
net charge: 0
SMILES: CC(=O)Nc1ccc[nH]1
molecular weight: 124.14 g mol⁻¹
gap between HOMO and LUMO: 8.5 eV

---

The structure with the greatest stability is P.